Record 1
Molecular formula: C16H14BrNO4S
Method: DFT, wB97M-V/def2-TZVPD

Atoms and positions in Å:
O: 1.519 1.506 -1.800
O: -2.559 4.564 -1.452
Br: -2.936 -3.004 3.531
O: 1.321 1.557 0.492
O: -0.846 5.420 -2.735
S: -0.884 -5.726 0.574
C: 1.053 1.955 -0.760
C: -1.452 4.518 -1.962
C: -2.121 -6.563 1.489
C: -2.704 -5.742 2.403
C: -2.187 -4.379 2.435
C: -1.173 -4.242 1.533
C: 0.075 -2.712 0.025
C: 0.027 -2.231 2.364
C: 0.839 -1.598 -0.256
C: 0.800 -1.096 2.131
C: -0.340 -3.051 1.298
C: 1.236 -0.758 0.825
N: 0.185 2.999 -0.789
C: 2.151 0.426 0.633
C: 1.609 5.087 -2.269
C: 0.306 4.552 -2.863
C: -0.385 3.438 -2.039
H: -2.395 -7.603 1.374
H: -3.522 -6.084 3.031
H: -0.198 -3.322 -0.818
H: -0.257 -2.501 3.368
H: 1.126 -1.390 -1.277
H: 1.029 -0.484 2.987
H: -0.339 3.150 0.052
H: 2.829 0.286 -0.196
H: 2.732 0.559 1.562
H: 2.075 5.794 -2.968
H: 2.347 4.312 -2.109
H: 1.382 5.606 -1.302
H: 0.441 4.209 -3.884
H: -0.783 2.550 -2.627

Values from the calculation:
Relative energy (zero: lowest compared OMol25 entry of this formula, charge and spin) (kJ/mol): 0.0
E (a.u.): -3946.0273
Gap between HOMO and LUMO (eV): 8.86
Largest force on an atom (eV/A): 4.0
Charge: 0
HOMO (hartree): -0.3149


Record 2
Molecular formula: C16H14ClIrN3O4Se
Method: DFT, wB97M-V/def2-TZVPD

Atoms and positions in Å:
Ir: -0.827 0.735 -0.572
N: -0.753 1.151 1.414
C: 0.631 1.350 1.850
C: 1.024 1.336 3.153
C: 2.369 1.633 3.470
C: 3.267 1.950 2.490
C: 2.875 1.942 1.129
C: 3.735 2.221 0.039
C: 3.260 2.137 -1.240
C: 1.931 1.736 -1.461
N: 1.112 1.480 -0.463
C: 1.551 1.611 0.823
H: -1.227 2.059 1.446
H: -1.254 0.518 2.032
H: 0.316 1.124 3.945
H: 2.676 1.621 4.506
H: 4.291 2.195 2.740
H: 4.765 2.492 0.230
H: 3.890 2.348 -2.091
H: 1.530 1.619 -2.460
O: -2.916 3.383 -2.410
Cl: -1.553 3.148 -2.127
O: -0.713 4.256 -2.368
O: -1.065 1.953 -2.809
O: -1.437 2.786 -0.644
N: -3.825 0.000 -0.811
C: -2.700 0.206 -0.667
H: -4.809 -0.091 -0.964
Se: 0.305 -1.308 -0.981
C: -0.743 -2.904 -0.798
C: -2.051 -3.046 -1.240
C: -2.702 -4.262 -1.096
C: -2.046 -5.345 -0.530
C: -0.731 -5.210 -0.111
C: -0.079 -3.992 -0.240
H: -2.553 -2.227 -1.730
H: -3.721 -4.369 -1.446
H: -2.554 -6.294 -0.427
H: -0.209 -6.052 0.323
H: 0.943 -3.886 0.099

Values from the calculation:
Relative energy (zero: lowest compared OMol25 entry of this formula, charge and spin) (kJ/mol): 57.4
E (a.u.): -4048.8268
Gap between HOMO and LUMO (alpha / beta) (eV): 6.67 / 6.67
Largest force on an atom (eV/A): 0.7
Charge: +1
HOMO (alpha / beta) (hartree): -0.4023 / -0.4023


Record 3
Molecular formula: C16H14ClN4OZr
Method: DFT, wB97M-V/def2-TZVPD

Atoms and positions in Å:
Zr: 0.305 -0.955 0.927
Cl: -6.532 -0.695 -1.133
C: -4.919 -1.071 -0.741
C: -4.590 -2.332 -0.251
C: -3.271 -2.664 0.064
C: -2.295 -1.719 -0.085
O: -0.950 -2.081 0.146
C: -2.591 -0.429 -0.576
C: -1.630 0.599 -0.793
N: -0.422 0.596 -0.272
C: 0.644 1.495 -0.637
C: 0.484 2.793 -1.039
C: 1.601 3.553 -1.442
C: 2.854 3.004 -1.430
C: 3.044 1.672 -0.986
C: 4.300 1.029 -1.005
C: 4.425 -0.288 -0.618
C: 3.303 -0.959 -0.169
N: 2.087 -0.382 -0.104
C: 1.933 0.927 -0.563
C: -3.922 -0.132 -0.929
H: -5.370 -3.077 -0.143
H: -3.015 -3.670 0.371
H: -1.913 1.418 -1.452
H: -0.499 3.248 -1.064
H: 1.452 4.570 -1.778
H: 3.709 3.576 -1.767
H: 5.170 1.579 -1.348
H: 5.375 -0.803 -0.650
H: 3.374 -1.990 0.157
H: -4.169 0.843 -1.330
N: 0.519 -1.935 3.033
N: 0.169 -0.534 3.218
H: -0.280 -2.519 3.283
H: 1.292 -2.231 3.630
H: 0.955 -0.036 3.637
H: -0.628 -0.401 3.840

Values from the calculation:
E (a.u.): -1418.6693
Gap between HOMO and LUMO (eV): 6.05
Largest force on an atom (eV/A): 1.2
Charge: +3
HOMO (hartree): -0.6511


Record 4
Molecular formula: C16H14ClNO3S
Method: DFT, wB97M-V/def2-TZVPD

Atoms and positions in Å:
C: 2.168 0.074 -2.646
O: 1.001 0.742 -2.097
C: 0.000 -0.159 -1.740
C: -1.292 0.313 -2.498
C: -2.026 -0.832 -2.664
C: -3.241 -0.798 -3.364
C: -3.676 0.394 -3.922
C: -2.965 1.557 -3.698
C: -1.726 1.540 -3.074
C: -0.169 -0.114 -0.184
Cl: -0.647 1.561 0.068
S: 1.487 -0.711 0.557
O: 2.335 0.330 0.042
O: 1.944 -2.093 0.468
C: 1.347 -0.363 2.371
C: 1.495 0.895 2.948
C: 1.403 1.078 4.329
C: 1.199 -0.034 5.146
C: 1.036 0.116 6.549
N: 0.877 0.213 7.702
C: 0.943 -1.283 4.581
C: 1.045 -1.424 3.206
H: 2.570 0.873 -3.275
H: 2.853 -0.125 -1.802
H: 1.955 -0.890 -3.123
H: 0.287 -1.261 -1.708
H: -1.555 -1.750 -2.327
H: -3.793 -1.704 -3.550
H: -4.569 0.468 -4.570
H: -3.341 2.511 -4.096
H: -1.122 2.471 -3.029
H: -0.854 -0.798 0.327
H: 1.790 1.720 2.320
H: 1.533 2.068 4.777
H: 0.713 -2.162 5.184
H: 0.997 -2.421 2.794

Values from the calculation:
SMILES string: CO[C@H](c1ccccc1)[C@H](Cl)S(=O)(=O)c1ccc(C#N)cc1
Relative energy (zero: lowest compared OMol25 entry of this formula, charge and spin) (kJ/mol): 500.8
E (a.u.): -1756.8247
Gap between HOMO and LUMO (eV): 8.98
Largest force on an atom (eV/A): 3.2
Charge: 0
HOMO (hartree): -0.3481


Record 5
Molecular formula: C16H14F6N6O10P2S3Tc
Method: DFT, wB97M-V/def2-TZVPD

Atoms and positions in Å:
Tc: -0.004 0.116 -0.077
S: 7.019 0.600 2.429
N: 5.647 0.442 3.248
C: 4.680 0.355 2.351
C: 3.268 0.203 2.645
C: 2.722 0.072 3.929
C: 1.364 -0.104 4.066
C: 0.556 -0.132 2.937
N: 1.068 0.011 1.710
C: 2.409 0.165 1.562
C: 2.887 0.232 0.196
N: 1.936 0.144 -0.772
C: 2.302 0.120 -2.058
C: 3.637 0.189 -2.428
C: 4.610 0.301 -1.457
C: 4.233 0.326 -0.109
C: 5.150 0.414 1.012
N: 6.461 0.544 0.923
H: 3.377 0.102 4.790
H: 0.907 -0.221 5.039
H: -0.514 -0.269 3.019
H: 1.509 0.062 -2.793
H: 3.893 0.159 -3.477
H: 5.661 0.366 -1.714
F: -5.021 -0.101 1.743
C: -4.406 0.775 0.987
F: -5.023 1.933 1.001
F: -4.307 0.326 -0.258
S: -2.679 1.029 1.685
O: -1.853 0.148 0.785
O: -2.699 0.654 3.050
N: -2.289 2.529 1.446
S: -1.534 2.814 0.093
O: -0.150 2.187 0.164
O: -2.254 2.552 -1.105
C: -1.155 4.629 0.218
F: -2.258 5.273 -0.064
F: -0.731 4.906 1.432
F: -0.218 4.876 -0.674
N: -3.467 -2.197 -2.411
C: -1.947 -2.186 -2.492
C: -1.476 -3.177 -3.558
P: -1.417 -2.628 -0.765
O: -0.909 -4.111 -0.953
O: -2.600 -2.455 0.096
O: -0.130 -1.824 -0.356
P: -1.572 -0.417 -2.998
O: -0.500 -0.526 -4.163
O: -2.868 0.158 -3.387
O: -0.756 0.245 -1.867
H: -3.869 -2.991 -2.908
H: -3.798 -1.309 -2.828
H: -3.735 -2.241 -1.412
H: -1.788 -4.190 -3.305
H: -0.390 -3.174 -3.628
H: -1.875 -2.909 -4.537
H: -0.888 -4.646 -0.147
H: -0.854 -0.273 -5.028

Values from the calculation:
E (a.u.): -4256.0899
2S+1: 4
Gap between HOMO and LUMO (alpha / beta) (eV): 8.18 / 6.80
Largest force on an atom (eV/A): 0.9
Charge: +2
Expectation value of S²: 3.77
HOMO (alpha / beta) (hartree): -0.5519 / -0.5529


Record 6
Molecular formula: C16H14FeO6S
Method: DFT, wB97M-V/def2-TZVPD

Atoms and positions in Å:
C: -2.651 3.131 -1.602
O: -1.524 2.497 -2.204
C: -0.654 1.788 -1.412
C: -0.498 1.980 -0.035
C: 0.007 0.886 0.823
C: 0.886 -0.163 0.106
C: 0.960 -0.025 -1.362
C: 0.117 0.774 -2.086
Fe: 0.357 4.723 -0.822
C: 1.842 4.798 0.047
O: 2.909 4.689 0.501
C: -0.185 6.398 -0.802
O: -0.467 7.530 -0.855
C: 1.190 4.653 -2.352
O: 1.867 4.523 -3.294
H: -2.470 4.204 -1.552
H: -3.518 2.917 -2.240
H: -2.822 2.745 -0.583
H: -0.966 2.821 0.492
H: 0.592 1.284 1.670
H: -0.850 0.395 1.297
H: 1.823 -0.251 0.657
H: 1.564 -0.727 -1.923
H: 0.065 0.677 -3.171
C: -0.176 -6.033 2.559
C: -0.248 -4.806 3.235
C: 0.055 -3.619 2.557
C: 0.440 -3.675 1.224
S: 0.499 -2.134 0.047
O: 1.611 -2.618 -0.770
O: -0.821 -2.118 -0.565
C: 0.542 -4.883 0.560
C: 0.258 -6.076 1.229
H: -0.427 -6.950 3.085
H: -0.535 -4.774 4.288
H: 0.008 -2.645 3.035
H: 0.838 -4.892 -0.486
H: 0.383 -7.026 0.705

Values from the calculation:
Relative energy (zero: lowest compared OMol25 entry of this formula, charge and spin) (kJ/mol): 17.6
E (a.u.): -2731.1610
2S+1: 5
Gap between HOMO and LUMO (alpha / beta) (eV): 6.08 / 6.46
Largest force on an atom (eV/A): 4.7
Charge: 0
Expectation value of S²: 6.06
HOMO (alpha / beta) (hartree): -0.2390 / -0.3464


charge of number 4 (C16H14ClNO3S)? 0